Here is a structure of composition C43H50BHfN10OS3 at a distorted geometry from the OMol25 dataset. Energies are from ωB97M-V/def2-TZVPD.

```
109
Properties=species:S:1:pos:R:3:forces:R:3:mulliken_charge:R:1
Hf 15.55224 9.28348 16.13299 -0.12 -1.75 0.70 1.532
C 10.80529 6.92241 15.49073 0.26 -0.30 -1.52 -1.733
C 10.84428 8.41835 15.15591 -0.63 0.33 0.67 -0.131
C 9.65716 9.12276 15.15636 1.69 -0.40 -0.49 -0.634
C 9.58676 10.41086 14.57287 0.43 0.37 -0.11 -0.007
N 10.65706 11.15228 14.37110 0.82 -1.05 1.05 -0.893
N 11.87844 10.54284 14.65815 -2.33 -2.58 0.10 0.369
B 12.96648 11.42984 14.35324 0.13 0.51 -0.72 -1.422
N 13.09223 12.70725 15.11638 1.69 0.93 0.13 1.029
N 12.72184 13.81265 14.40185 0.66 0.64 1.06 -0.628
C 13.13179 15.00119 14.85435 0.12 -1.47 -0.31 -0.110
C 14.20248 15.09683 15.85405 -1.71 -1.40 -0.06 -0.601
C 14.53782 13.97626 16.57574 0.23 -0.09 -0.81 0.009
C 15.65246 13.96892 17.59764 -0.64 -1.09 0.37 -1.458
C 13.87958 12.74297 16.22129 -0.11 0.51 -0.16 0.841
S 13.99774 11.34708 17.21238 0.21 -0.74 -0.47 -0.029
C 12.47534 16.20083 14.20679 -0.06 0.46 1.31 1.831
C 11.13579 15.88576 13.52356 -0.31 -0.54 -1.66 -1.312
C 13.53880 16.88234 13.36858 0.99 -0.95 -1.34 -1.521
C 12.17792 17.16203 15.37537 1.29 1.50 -1.46 -1.763
N 13.59798 11.29577 13.00481 1.21 -1.54 -0.03 1.107
N 12.66349 10.94322 12.02548 2.53 1.61 -0.90 -0.031
C 13.13025 11.16234 10.76853 -1.89 -1.00 1.73 -0.383
C 14.38562 11.71630 10.57276 3.01 0.12 0.21 -0.633
C 15.43228 11.62654 11.51797 -2.23 1.61 -0.42 0.504
C 16.76998 12.22684 11.21541 0.78 0.00 0.76 -1.594
C 14.98700 11.28992 12.82940 -1.34 0.26 0.68 0.878
S 16.07624 10.99084 14.20183 -0.56 0.69 -1.18 -0.342
C 12.19680 10.76511 9.63499 0.98 2.46 -1.66 1.990
C 11.37722 12.02840 9.24658 0.04 0.50 1.52 -1.326
C 12.98735 10.53629 8.35149 2.17 -1.61 -0.10 -1.837
C 11.40304 9.60977 10.06097 -1.14 -1.99 -0.77 -1.577
C 12.01389 9.19416 14.84824 0.41 0.11 -0.52 1.045
S 13.55211 8.38397 14.55921 -0.43 0.89 0.74 -0.293
C 8.25729 10.98808 14.18163 -0.07 -0.04 -0.08 1.982
C 8.52010 12.31600 13.50504 -0.37 1.12 -0.07 -1.424
C 7.44936 11.06662 15.45436 0.03 1.23 2.34 -1.758
C 7.43140 10.02402 13.32305 0.88 0.35 -1.02 -1.511
H 10.86258 6.63188 16.52363 0.21 0.47 0.71 0.240
H 11.63907 6.36393 14.97989 -1.02 0.55 0.28 0.391
H 9.81048 6.52416 15.19264 0.81 0.20 -0.21 0.533
H 8.77980 8.63109 15.49793 -0.71 -0.24 0.06 0.801
H 14.63241 16.02565 16.16212 0.20 0.54 -0.33 0.538
H 16.17040 14.91314 17.63887 0.22 0.23 -0.17 0.468
H 16.34910 13.11061 17.42152 -0.47 0.82 -0.04 0.088
H 15.21629 13.78382 18.59292 0.16 0.06 -0.22 0.398
H 11.11476 14.90827 13.00599 0.39 0.34 0.23 0.123
H 10.92566 16.59956 12.66885 0.10 -0.38 1.39 0.379
H 10.28500 15.80065 14.22884 0.54 0.54 -0.28 0.324
H 13.84961 16.20805 12.51689 -0.50 0.86 0.50 0.286
H 14.48377 17.02012 13.93602 -0.66 0.22 -0.14 0.368
H 13.17012 17.84356 13.00162 0.22 -0.16 -0.06 0.473
H 11.64009 16.68628 16.12765 -1.48 -0.53 1.24 0.480
H 11.72549 18.09195 14.96759 -0.16 -0.76 0.46 0.431
H 13.10933 17.49933 15.82985 0.11 0.07 0.03 0.436
H 14.69760 12.13180 9.60658 -0.49 -0.33 0.30 0.434
H 16.91931 12.41949 10.16437 -0.16 -0.27 -0.38 0.426
H 17.52824 11.51717 11.55537 0.24 0.25 -0.08 0.389
H 16.98038 13.22082 11.70239 -0.56 -1.08 -0.02 0.292
H 12.07989 12.72907 8.78770 -0.19 0.11 0.03 0.413
H 11.02864 12.51497 10.20111 -0.43 -0.36 -1.18 0.107
H 10.61298 11.80005 8.48637 0.06 0.08 0.67 0.473
H 13.66058 11.34906 7.98664 -0.61 -0.39 0.67 0.344
H 12.37748 10.31777 7.49400 -0.72 -0.10 -0.13 0.438
H 13.62549 9.62360 8.48593 -0.27 0.64 -0.26 0.396
H 10.89909 9.86607 10.95621 -0.94 0.19 0.84 0.152
H 12.04665 8.75794 10.34836 -0.23 0.16 -0.46 0.369
H 10.63587 9.28695 9.28843 1.06 0.36 0.88 0.408
H 8.68143 13.03114 14.35313 -0.07 -0.08 -1.11 0.372
H 7.63806 12.60617 12.88026 0.72 -0.02 0.69 0.458
H 9.43387 12.31145 12.85517 -0.95 -0.02 0.53 -0.012
H 7.96130 11.46079 16.38552 -0.10 0.07 -1.22 0.289
H 7.18924 10.06878 15.78183 -0.60 -0.21 -0.13 0.448
H 6.55572 11.69693 15.33155 0.16 -0.47 -0.08 0.449
H 7.98082 9.87293 12.38015 -0.50 -0.16 0.04 0.331
H 6.41669 10.42697 13.11845 0.73 -0.27 0.21 0.443
H 7.37995 9.09145 13.86060 -0.41 -0.51 -0.16 0.421
C 12.11594 7.69451 18.99084 -0.24 0.22 0.77 -0.745
C 12.49835 8.11976 20.28513 0.10 -0.41 -1.97 -0.886
C 13.79489 8.55155 20.45178 1.17 0.76 -0.17 -0.763
C 14.61116 8.79087 19.31822 -1.52 -0.62 -1.19 0.239
N 14.22716 8.43920 18.02553 -0.30 0.29 2.17 0.207
C 13.02505 7.83593 17.95762 0.04 -0.58 -0.98 -0.290
C 15.83440 9.57157 19.35423 0.49 0.92 0.03 1.082
C 16.23385 10.29434 20.46343 -0.65 0.43 -0.07 -0.928
C 17.32581 11.13500 20.34047 -0.34 -0.17 0.89 -1.008
C 18.02361 11.23573 19.17629 1.57 -1.23 -1.81 -0.937
C 17.67453 10.38284 18.12068 -1.18 0.34 1.60 1.024
N 16.50773 9.68731 18.19662 0.80 -0.46 -0.77 0.055
C 18.53685 10.11294 16.97005 1.21 -0.85 0.41 0.608
C 19.93219 10.32714 17.02674 -0.18 0.29 -0.39 -0.943
C 20.67687 10.10076 15.87733 0.30 -0.24 -0.72 -0.554
C 20.03536 9.45388 14.79457 0.29 0.95 0.12 -0.792
C 18.71033 9.14313 14.86552 -2.14 -0.94 0.71 -0.218
N 17.96844 9.42151 15.98370 -0.39 1.15 -1.28 -0.025
H 11.11301 7.27036 18.75796 0.97 0.37 0.41 0.346
H 11.82484 8.15577 21.10007 -0.58 -0.34 0.69 0.521
H 14.15147 8.79244 21.47161 -0.16 -0.09 -0.88 0.432
H 12.77246 7.39169 16.99040 0.19 0.47 0.27 0.958
H 15.58087 10.37821 21.33562 0.57 -0.43 -0.12 0.301
H 17.65041 11.63075 21.22272 0.20 0.72 0.45 0.564
H 18.98379 11.73630 19.02885 -0.56 0.33 0.59 0.541
H 20.44559 10.65675 17.92803 -0.36 0.23 -0.22 0.461
H 21.74374 10.44061 15.77648 -1.20 -0.66 0.32 0.439
H 20.49402 9.29755 13.84214 0.64 -0.18 -0.20 0.462
H 18.10212 8.61819 14.07582 1.14 0.62 0.74 0.448
O 16.32903 4.95367 15.64377 0.10 1.33 -0.03 -0.472
C 16.22356 6.11699 15.72168 -0.28 -1.80 0.11 0.972
N 16.05054 7.30412 15.83540 -0.01 1.48 -0.08 -0.861
```
Forces are in eV/Å.

As for the electronic energy: -3558.091761 Eh. As for the energy relative to the best compared isomer or geometry (same formula, charge and spin): 1.224 eV. The calculation puts the orbital gap at 7.32 eV. The charge is +3.